1.
{
  "formula": "C3H6N4O",
  "method": "ωB97M-V/def2-TZVPD",
  "species": ["C", "C", "N", "N", "C", "O", "N", "N", "H", "H", "H", "H", "H", "H"],
  "positions_angstrom": [[-0.6205, -0.4741, 0.2480], [1.3593, 0.8160, -0.4823], [-1.5350, 0.5333, 0.5181], [-1.1254, -1.7467, 0.3886], [0.7591, -0.2601, 0.1983], [2.6718, 1.1668, -0.3977], [-0.5075, 1.3671, -1.7648], [0.5905, 1.4787, -1.3630], [3.0964, 0.7016, 0.3310], [-2.4572, 0.3630, 0.1326], [-1.2505, 1.4607, 0.2087], [-0.4723, -2.5155, 0.3609], [-1.9200, -1.8751, 1.0068], [1.4114, -1.0157, 0.6147]],
  "nbo_charge": [0.407, 0.380, -0.792, -0.803, -0.491, -0.657, -0.130, -0.175, 0.488, 0.379, 0.401, 0.394, 0.385, 0.212],
  "mol_weight_g_mol": 114.108,
  "spin_multiplicity": 1,
  "de_lowest_kcal_mol": 89.43,
  "e_tot_ha": -412.06643,
  "homo_lumo_gap_ha": [0.2559, 0.2482],
  "largest_force_ha_per_bohr": 0.0521
}



2.
{
  "formula": "CH2NO3",
  "method": "ωB97M-V/def2-TZVPD",
  "species": ["N", "O", "O", "H", "C", "O", "H"],
  "positions_angstrom": [[1.0641, 0.3672, 4.1126], [1.8964, 1.2019, 4.1126], [-0.2941, 0.9970, 4.1126], [-0.8394, 0.2130, 4.1126], [-2.9262, -1.2158, 4.1126], [-3.7112, -0.3697, 4.1126], [-2.0351, -1.9684, 4.1126]],
  "nbo_charge": [0.364, -0.236, -0.599, 0.452, 0.211, -0.433, 0.242],
  "mol_weight_g_mol": 76.031,
  "spin_multiplicity": 2,
  "de_lowest_kcal_mol": 0.00,
  "e_tot_ha": -319.56332,
  "homo_lumo_gap_ha": [0.2528, 0.3927],
  "largest_force_ha_per_bohr": 0.1004
}



3.
{
  "formula": "C8H12ClN2",
  "method": "ωB97M-V/def2-TZVPD",
  "species": ["C", "C", "C", "C", "C", "C", "C", "C", "N", "N", "Cl", "H", "H", "H", "H", "H", "H", "H", "H", "H", "H", "H", "H"],
  "positions_angstrom": [[0.9034, -1.3880, 1.9214], [0.9891, -2.1433, 0.7418], [-0.0824, -0.4991, 2.0458], [0.1724, -1.9568, -0.3330], [0.4948, 1.1958, -2.1232], [-1.1460, -0.3361, 1.0405], [-0.6685, -0.7971, -0.3564], [-1.6624, 1.0508, 1.0845], [0.4417, 0.7002, -0.9624], [1.4192, 1.9157, -2.7045], [-1.9178, -0.7713, -1.4528], [1.5417, -1.4378, 2.6922], [1.5977, -2.9010, 0.5657], [-0.0054, 0.0372, 2.9919], [0.3995, -2.6379, -1.0970], [-0.2965, 0.9338, -2.7060], [-1.9239, -0.9519, 1.5207], [-0.8362, 1.8825, 0.9346], [-2.0209, 1.3134, 2.1739], [-2.3960, 1.2408, 0.2355], [1.2980, 0.9135, -0.4398], [1.3247, 2.6296, -3.4237], [2.3739, 2.0070, -2.3498]],
  "nbo_charge": [-0.264, -0.047, -0.064, -0.328, 0.359, -0.394, 0.222, -0.612, -0.592, -0.766, 0.127, 0.228, 0.217, 0.237, 0.247, 0.190, 0.304, 0.219, 0.250, 0.239, 0.383, 0.437, 0.408],
  "charge": 1,
  "mol_weight_g_mol": 171.651,
  "spin_multiplicity": 1,
  "de_lowest_kcal_mol": 53.07,
  "e_tot_ha": -881.39677,
  "homo_lumo_gap_ha": 0.3126,
  "largest_force_ha_per_bohr": 0.0888
}



4.
{
  "formula": "C12H17N",
  "method": "ωB97M-V/def2-TZVPD",
  "species": ["C", "C", "C", "C", "C", "C", "C", "C", "C", "N", "H", "H", "H", "H", "H", "H", "H", "H", "H", "C", "C", "C", "H", "H", "H", "H", "H", "H", "H", "H"],
  "positions_angstrom": [[-1.6683, 2.7275, -2.0951], [-1.3283, 0.7103, -0.7071], [-1.9949, 1.8786, -1.0235], [-1.8986, 0.1762, 0.5230], [-3.0268, 2.0793, -0.1288], [0.3139, -0.9839, -0.4105], [-0.4229, -1.5630, 0.6045], [-0.0968, 0.1465, -1.1109], [-1.5678, -1.0440, 1.0449], [-3.0600, 1.0162, 0.7169], [1.1261, -1.5272, -0.9349], [-0.1099, -2.5637, 1.0043], [0.4444, 0.6326, -1.9824], [-2.1280, -1.4945, 1.8552], [-0.4854, 2.9735, -1.9141], [-2.2432, 3.6180, -2.2325], [-3.7313, 2.9065, -0.2299], [-3.7253, 0.7164, 1.3372], [-1.4836, 2.0372, -3.0411], [3.6280, -1.2127, 0.4252], [5.1065, -1.5804, 0.1327], [3.2340, -1.6703, 1.8484], [3.5067, -0.0777, 0.2057], [2.9576, -1.7855, -0.2816], [5.7638, -0.8546, 0.6354], [5.3698, -1.3323, -0.9468], [2.7040, -0.9531, 2.4372], [2.5377, -2.6430, 1.6480], [5.1951, -2.6159, 0.4668], [4.0540, -2.1352, 2.3383]],
  "nbo_charge": [-0.608, -0.099, -0.123, 0.154, -0.019, -0.242, -0.224, -0.186, -0.244, -0.524, 0.213, 0.214, 0.215, 0.215, 0.198, 0.227, 0.216, 0.400, 0.217, -0.397, -0.615, -0.611, 0.200, 0.193, 0.204, 0.208, 0.220, 0.190, 0.204, 0.204],
  "smiles": "Cc1c[nH]c2ccccc12.CCC",
  "mol_weight_g_mol": 175.275,
  "spin_multiplicity": 1,
  "de_lowest_kcal_mol": 58.12,
  "e_tot_ha": -522.12765,
  "homo_lumo_gap_ha": 0.3122,
  "largest_force_ha_per_bohr": 0.1228
}



5.
{
  "formula": "CH3BrO2S",
  "method": "ωB97M-V/def2-TZVPD",
  "species": ["C", "O", "O", "S", "Br", "H", "H", "H"],
  "positions_angstrom": [[-0.9320, -0.4456, 0.1041], [0.9089, 1.5979, -0.9760], [-0.1247, 0.4338, 0.9395], [1.1768, 1.1494, 0.3146], [2.2825, -0.7689, -0.1219], [-0.7913, -1.5153, 0.2351], [-0.5898, -0.1819, -0.8664], [-1.9305, -0.2694, 0.3710]],
  "nbo_charge": [-0.268, -0.905, -0.719, 1.569, -0.279, 0.198, 0.204, 0.201],
  "mol_weight_g_mol": 159.004,
  "spin_multiplicity": 1,
  "de_lowest_kcal_mol": 8.48,
  "e_tot_ha": -3162.54751,
  "homo_lumo_gap_ha": 0.3809,
  "largest_force_ha_per_bohr": 0.0733
}



6.
{
  "formula": "C28H24N7O3PdSSe",
  "method": "ωB97M-V/def2-TZVPD",
  "species": ["Pd", "O", "S", "O", "N", "C", "C", "C", "C", "C", "C", "C", "C", "N", "C", "C", "C", "C", "C", "C", "C", "H", "H", "H", "H", "H", "H", "H", "H", "H", "H", "H", "C", "C", "O", "N", "C", "C", "C", "C", "C", "C", "N", "H", "H", "H", "H", "H", "H", "H", "H", "H", "H", "Se", "N", "C", "C", "C", "C", "N", "C", "N", "H", "H", "H"],
  "positions_angstrom": [[0.0108, 0.1662, 0.0178], [-1.7894, 1.4385, 2.0678], [-1.3888, 2.6161, 1.3344], [-1.1285, 3.7998, 2.0974], [-0.0685, 2.1250, 0.4916], [0.8400, 2.9734, -0.0445], [0.6328, 4.3388, -0.2228], [1.6333, 5.1459, -0.7627], [2.8542, 4.6364, -1.1287], [3.1326, 3.2685, -0.9337], [4.3768, 2.6730, -1.2320], [4.5636, 1.3396, -0.9746], [3.5118, 0.5991, -0.4158], [2.3312, 1.1147, -0.1638], [2.1193, 2.4259, -0.4007], [-2.6152, 3.0526, 0.0990], [-2.3529, 2.9225, -1.2509], [-3.2912, 3.3721, -2.1663], [-4.4726, 3.9492, -1.7232], [-4.7321, 4.0601, -0.3656], [-3.7970, 3.6101, 0.5550], [-0.3125, 4.7694, 0.0692], [1.4268, 6.1931, -0.9081], [3.6124, 5.2692, -1.5615], [5.1687, 3.2864, -1.6413], [5.5056, 0.8542, -1.1779], [3.6649, -0.4448, -0.1723], [-1.4266, 2.4610, -1.5769], [-3.1040, 3.2769, -3.2253], [-5.1976, 4.3136, -2.4357], [-5.6575, 4.4983, -0.0238], [-3.9647, 3.6888, 1.6180], [-4.6279, 0.2254, 0.4597], [-3.1814, -0.1909, 0.5648], [-2.3581, 0.1867, -0.2700], [-2.9161, -1.0558, 1.5567], [-1.6084, -1.6362, 1.7965], [-1.3665, -2.6927, 0.7400], [-1.4302, -4.0540, 1.0085], [-1.2915, -4.9506, -0.0408], [-1.1170, -4.4548, -1.3238], [-1.0677, -3.0790, -1.4954], [-1.1635, -2.2230, -0.4908], [-4.6915, 1.3002, 0.3168], [-5.2033, -0.0588, 1.3361], [-5.0574, -0.2493, -0.4212], [-3.6259, -1.2273, 2.2509], [-1.5881, -2.0613, 2.7988], [-0.8270, -0.8279, 1.7105], [-1.5801, -4.4029, 2.0197], [-1.3409, -6.0135, 0.1410], [-1.0198, -5.1198, -2.1670], [-0.9477, -2.6466, -2.4797], [1.4989, -0.6002, -3.9377], [2.3520, -2.1004, -3.6519], [2.2938, -2.4004, -2.3583], [2.8593, -3.5109, -1.7109], [2.6548, -3.6214, -0.3539], [1.9079, -2.6591, 0.3396], [1.3758, -1.5926, -0.2337], [1.5613, -1.4524, -1.5614], [1.0621, -0.4150, -2.2368], [3.4331, -4.2278, -2.2740], [3.0769, -4.4470, 0.1967], [1.7562, -2.7540, 1.4068]],
  "nbo_charge": [1.092, -0.967, 2.313, -0.914, -0.847, 0.124, -0.220, -0.175, -0.198, -0.091, -0.109, -0.265, 0.053, -0.450, 0.206, -0.241, -0.198, -0.212, -0.189, -0.200, -0.234, 0.242, 0.229, 0.222, 0.231, 0.234, 0.197, 0.227, 0.223, 0.225, 0.227, 0.240, -0.701, 0.743, -0.667, -0.586, -0.248, 0.200, -0.247, -0.156, -0.242, 0.038, -0.470, 0.254, 0.218, 0.249, 0.417, 0.232, 0.200, 0.227, 0.232, 0.232, 0.197, 1.116, -0.593, 0.043, -0.109, -0.254, 0.118, -0.514, 0.279, -0.699, 0.249, 0.245, 0.220],
  "charge": 1,
  "mol_weight_g_mol": 723.993,
  "spin_multiplicity": 1,
  "e_tot_ha": -4617.65344,
  "homo_lumo_gap_ha": [0.2150, 0.2110],
  "largest_force_ha_per_bohr": 0.0530
}



7.
{
  "formula": "C4H10N2O2",
  "method": "ωB97M-V/def2-TZVPD",
  "species": ["C", "C", "C", "N", "C", "N", "H", "H", "H", "H", "H", "H", "H", "H", "O", "H", "H", "O"],
  "positions_angstrom": [[-0.7258, -2.4679, 1.7038], [-0.6868, -1.3669, 0.7079], [-1.4114, -1.2387, -0.4545], [-0.9247, -0.0771, -1.0159], [-0.0771, 0.5162, -0.1310], [0.0912, -0.2726, 0.9153], [-1.1100, -2.1953, 2.6901], [-1.3381, -3.2865, 1.3247], [0.2436, -2.9026, 1.9580], [-1.6993, -2.1032, -1.0111], [-1.4754, 0.4769, -1.6541], [0.5651, 1.3567, -0.3253], [0.2386, 2.6509, -1.6230], [0.8675, 3.2166, -2.9276], [0.2196, 2.5949, -2.5832], [2.9448, 1.2571, 0.4774], [2.0582, 1.9440, 1.4507], [2.2199, 1.8976, 0.4977]],
  "nbo_charge": [-0.637, 0.116, -0.155, -0.520, 0.159, -0.490, 0.223, 0.211, 0.220, 0.215, 0.417, 0.220, 0.472, 0.478, -0.947, 0.479, 0.481, -0.941],
  "smiles": "Cc1c[nH]cn1.O.O",
  "mol_weight_g_mol": 118.136,
  "spin_multiplicity": 1,
  "de_lowest_kcal_mol": 45.83,
  "e_tot_ha": -418.38793,
  "homo_lumo_gap_ha": 0.3380,
  "largest_force_ha_per_bohr": 0.0385
}



8.
{
  "formula": "C3H12BClNO4S2",
  "method": "ωB97M-V/def2-TZVPD",
  "species": ["N", "B", "O", "S", "Cl", "H", "H", "H", "H", "O", "S", "O", "O", "C", "C", "C", "H", "H", "H", "H", "H", "H", "H", "H"],
  "positions_angstrom": [[5.7844, -0.7818, 2.2412], [4.7814, 0.1874, 2.4456], [4.7408, 1.5011, 2.3533], [3.0501, -0.7550, 2.9952], [2.0555, -0.5309, 1.2684], [6.2586, -0.6781, 1.3463], [6.5207, -0.8346, 2.9403], [3.9267, 2.0148, 2.3255], [2.4281, 0.2247, 3.6895], [-4.5035, -0.0006, -0.6896], [-3.6878, -0.0213, -1.8661], [-3.4787, -1.2605, -2.5474], [-2.2686, 0.6219, -1.4954], [-1.6206, 0.0877, -0.3206], [-1.0148, -1.2798, -0.5590], [-4.2116, 1.2033, -3.0079], [-2.3413, 0.0730, 0.4984], [-0.8602, 0.8344, -0.0903], [-1.7832, -2.0262, -0.7490], [-0.4621, -1.5925, 0.3298], [-0.3439, -1.2643, -1.4188], [-4.3417, 2.1442, -2.4813], [-5.1592, 0.8511, -3.4108], [-3.4690, 1.2819, -3.7972]],
  "nbo_charge": [-1.160, 1.037, -0.833, 0.378, -0.012, 0.435, 0.443, 0.536, 0.175, -0.936, 2.378, -0.930, -0.722, -0.078, -0.646, -0.887, 0.208, 0.177, 0.249, 0.193, 0.218, 0.256, 0.264, 0.258],
  "charge": 1,
  "mol_weight_g_mol": 236.531,
  "spin_multiplicity": 1,
  "e_tot_ha": -1758.40527,
  "homo_lumo_gap_ha": 0.2520,
  "largest_force_ha_per_bohr": 0.0120
}